The following is a quantum chemistry calculation of a cluster of 13 separate species, C65H146N8O16 in total in a non-equilibrium geometry, from the OMol25 dataset.

As for the total charge: +4. The calculation puts the highest occupied orbital energy at -13.875 eV. As for the HOMO-LUMO gap: 7.60 eV. The LUMO energy comes out at -6.28 eV. As for the total energy: -114420.40840 eV.

Positions of all 235 atoms, in Å:
C 23.779 5.343 13.478
C 23.277 6.670 14.003
C 23.657 7.739 12.964
N 23.540 9.229 13.368
C 24.021 10.158 12.262
C 23.138 10.109 11.025
C 21.650 10.441 11.427
C 21.219 9.469 12.522
C 22.135 9.597 13.738
C 24.520 9.512 14.526
H 24.861 5.347 13.485
H 23.489 5.173 12.449
H 23.578 4.418 13.974
H 23.723 6.836 14.992
H 22.196 6.674 14.151
H 23.072 7.577 12.046
H 24.749 7.618 12.692
H 25.042 9.850 11.982
H 23.957 11.165 12.711
H 23.255 9.153 10.537
H 23.628 10.769 10.300
H 21.009 10.345 10.573
H 21.484 11.471 11.722
H 21.233 8.439 12.206
H 20.193 9.686 12.897
H 21.761 8.931 14.543
H 22.123 10.625 14.149
H 24.652 10.587 14.762
H 25.408 8.964 14.224
H 24.038 8.920 15.343
C 17.694 11.134 19.534
C 17.330 9.663 19.562
C 15.963 9.395 18.847
N 15.516 7.981 18.848
C 16.607 7.094 18.344
C 14.280 7.876 18.071
C 13.576 6.691 18.684
C 14.171 6.400 20.043
C 15.089 7.606 20.328
H 17.657 11.481 18.521
H 18.713 11.431 19.979
H 16.947 11.758 20.072
H 17.245 9.331 20.592
H 18.163 9.069 19.055
H 15.907 9.749 17.801
H 15.219 10.059 19.284
H 17.301 6.947 19.157
H 17.169 7.677 17.593
H 16.149 6.226 17.916
H 14.560 7.640 17.029
H 13.786 8.863 18.228
H 13.552 5.816 17.991
H 12.540 6.971 18.773
H 14.863 5.536 20.032
H 13.389 6.321 20.740
H 16.004 7.437 20.893
H 14.575 8.490 20.693
C 32.323 13.132 16.717
C 30.901 12.892 16.137
C 29.829 12.387 17.123
N 28.491 12.969 16.738
C 28.375 12.830 15.254
C 28.308 14.437 17.082
C 27.768 14.331 18.575
C 26.895 13.128 18.584
C 27.436 12.264 17.457
H 32.741 12.363 17.355
H 32.310 14.113 17.242
H 32.987 13.293 15.869
H 30.887 12.219 15.275
H 30.569 13.858 15.709
H 30.123 12.591 18.178
H 29.682 11.311 17.037
H 27.314 12.941 15.067
H 28.884 11.897 14.987
H 28.827 13.665 14.717
H 27.523 14.751 16.387
H 29.221 14.945 16.868
H 27.246 15.250 18.853
H 28.667 14.178 19.193
H 25.846 13.379 18.416
H 27.042 12.636 19.545
H 26.632 12.069 16.748
H 27.924 11.334 17.677
C 13.086 6.969 24.306
C 13.910 7.773 25.263
C 14.701 8.783 24.398
N 15.785 9.564 25.014
C 15.327 10.407 26.140
C 16.408 10.567 24.000
C 17.884 10.630 24.275
C 18.129 9.627 25.462
C 16.943 8.677 25.445
H 12.540 6.163 24.797
H 13.759 6.424 23.634
H 12.385 7.552 23.691
H 14.599 7.118 25.798
H 13.303 8.232 26.052
H 14.010 9.536 23.998
H 15.201 8.176 23.615
H 15.228 9.825 27.027
H 14.368 10.885 25.913
H 16.089 11.184 26.371
H 15.922 11.548 24.163
H 16.221 10.146 23.012
H 18.299 11.612 24.486
H 18.418 10.238 23.392
H 18.175 10.127 26.439
H 19.050 9.125 25.231
H 16.722 8.306 26.464
H 17.048 7.860 24.742
C 21.416 0.598 17.102
C 21.574 1.367 18.444
C 20.178 1.697 19.037
N 20.137 2.748 20.086
C 20.362 4.083 19.535
C 21.162 2.475 21.222
C 20.602 1.306 21.958
C 19.044 1.436 21.877
C 18.813 2.582 20.811
H 22.410 0.278 16.817
H 20.931 1.221 16.345
H 20.879 -0.348 17.294
H 22.129 2.263 18.277
H 22.161 0.764 19.174
H 19.686 0.807 19.393
H 19.554 2.169 18.289
H 19.796 4.189 18.610
H 21.399 4.203 19.283
H 20.043 4.831 20.278
H 21.227 3.368 21.836
H 22.166 2.299 20.849
H 20.887 1.308 23.007
H 20.853 0.397 21.462
H 18.712 1.814 22.808
H 18.562 0.470 21.678
H 18.542 3.499 21.316
H 18.140 2.335 19.970
C 25.671 3.579 20.769
C 25.994 4.993 21.342
C 26.103 5.931 20.234
N 26.319 7.353 20.644
C 27.702 7.567 21.246
C 25.278 7.891 21.593
C 25.262 9.409 21.300
C 25.989 9.587 19.931
C 26.252 8.193 19.360
H 26.570 3.204 20.277
H 24.890 3.650 19.975
H 25.309 2.872 21.497
H 26.945 4.877 21.865
H 25.253 5.428 22.016
H 25.184 5.911 19.687
H 26.880 5.660 19.486
H 28.291 6.910 20.645
H 27.744 7.173 22.262
H 28.013 8.604 21.298
H 25.536 7.570 22.583
H 24.268 7.519 21.369
H 25.729 10.014 22.068
H 24.239 9.724 21.265
H 26.908 10.160 20.098
H 25.364 10.300 19.400
H 27.232 8.151 18.848
H 25.507 7.812 18.679
C 17.390 14.661 18.368
O 18.122 14.311 17.217
C 19.338 14.976 17.240
C 19.936 14.753 15.881
N 20.234 13.314 15.627
H 19.422 12.682 15.828
H 20.412 13.148 14.629
C 21.460 12.848 16.213
C 22.679 13.437 15.589
O 22.642 13.120 14.234
C 23.639 13.808 13.545
H 17.995 14.649 19.285
H 16.623 13.879 18.430
H 16.958 15.637 18.201
H 20.004 14.581 18.007
H 19.227 16.033 17.484
H 20.822 15.372 15.949
H 19.214 15.054 15.121
H 21.569 11.779 16.206
H 21.571 13.113 17.250
H 23.572 12.986 16.049
H 22.744 14.495 15.739
H 23.479 14.898 13.665
H 23.780 13.409 12.543
H 24.591 13.599 14.068
C 22.623 12.951 19.645
O 23.115 11.689 19.294
C 22.080 10.729 19.316
C 22.681 9.473 18.756
N 21.639 8.394 18.482
H 20.862 8.762 17.801
H 22.119 7.658 17.913
C 20.809 7.788 19.547
C 21.589 7.316 20.723
O 21.925 8.397 21.579
C 20.893 8.683 22.610
H 21.786 13.332 19.011
H 23.406 13.689 19.449
H 22.391 12.962 20.703
H 21.243 11.114 18.742
H 21.654 10.546 20.324
H 23.467 9.007 19.370
H 23.122 9.739 17.808
H 20.223 7.000 19.069
H 20.065 8.523 19.934
H 22.545 6.897 20.403
H 21.092 6.493 21.289
H 20.836 7.884 23.359
H 19.878 8.903 22.191
H 21.316 9.555 23.092
O 17.968 9.109 16.189
C 19.017 10.077 16.307
O 18.686 11.180 15.784
O 19.987 9.815 17.057
H 17.289 9.798 16.139
O 18.669 5.323 22.912
C 17.992 6.307 22.121
O 17.228 7.138 22.635
O 18.233 6.134 20.866
H 18.250 5.408 23.751
O 25.610 13.517 15.934
C 22.883 17.168 17.766
O 22.343 16.098 17.476
O 23.269 18.086 18.331
H 25.820 14.226 15.320
O 24.819 5.359 16.655
C 23.729 6.091 17.308
O 22.811 5.542 17.951
O 23.880 7.313 17.159
H 24.363 4.513 16.686

Here are the Löwdin charges for atoms 1 to 5, given in e: atom 1 (C): -0.090, atom 2 (C): -0.219, atom 3 (C): -0.103, atom 4 (N): -0.252, atom 5 (C): -0.116

---

The following is a quantum chemistry calculation of a cluster of 10 separate species, C65H150N10O10 in total in a non-equilibrium geometry, from the OMol25 dataset.

Its SMILES is CC1(C)CCCC(C)(C)N1O.CC1(C)CCCC(C)(C)N1O.CC1(C)CCCC(C)(C)N1O.CC1(C)CCCC(C)(C)N1O.CC1(C)CCCC(C)(C)N1O.COC[C@H](C)N.COC[C@H](C)N.COC[C@H](C)N.COC[C@H](C)N.COC[C@H](C)N. The calculation puts the highest occupied orbital energy at -8.001 eV. As for the HOMO-LUMO gap: 8.01 eV. The LUMO energy comes out at 0.01 eV. As for the total energy: -105196.61911 eV.

Positions of all 235 atoms, in Å:
C 0.243 6.946 -9.613
C 1.471 6.577 -8.798
C 2.082 5.237 -9.358
C 2.627 7.575 -8.939
C 2.376 8.942 -8.217
C 2.259 8.577 -6.707
C 1.042 7.572 -6.484
C 1.158 7.213 -5.039
C -0.306 8.331 -6.586
N 1.173 6.364 -7.347
O 0.362 5.305 -7.060
H -0.509 6.190 -9.387
H -0.276 7.886 -9.428
H 0.571 7.039 -10.648
H 1.224 4.564 -9.368
H 2.659 5.215 -10.283
H 2.847 4.864 -8.678
H 3.628 7.172 -8.788
H 2.603 7.936 -9.968
H 3.301 9.512 -8.292
H 1.542 9.439 -8.713
H 2.093 9.375 -5.983
H 3.225 8.141 -6.453
H 2.084 6.773 -4.667
H 0.325 6.587 -4.721
H 0.975 8.084 -4.409
H -0.660 8.800 -7.504
H -0.416 9.114 -5.836
H -1.104 7.623 -6.362
H 0.923 4.546 -6.882
C -3.866 4.428 4.497
C -4.985 5.097 3.785
C -5.768 5.959 4.768
C -4.311 6.058 2.702
C -5.371 6.434 1.694
C -6.156 5.280 1.097
C -6.858 4.348 2.117
C -8.293 4.886 2.557
C -7.074 2.994 1.368
N -5.949 4.127 3.244
O -6.466 3.328 4.162
H -4.106 3.539 5.081
H -3.148 4.050 3.770
H -3.312 4.982 5.255
H -6.793 6.133 4.440
H -5.930 5.462 5.725
H -5.390 6.925 5.100
H -4.045 6.937 3.289
H -3.318 5.771 2.356
H -6.017 7.065 2.303
H -4.962 7.150 0.981
H -5.490 4.740 0.424
H -6.920 5.815 0.534
H -8.905 4.802 1.659
H -8.406 5.953 2.745
H -8.750 4.268 3.331
H -7.802 3.023 0.558
H -7.386 2.161 1.998
H -6.147 2.657 0.903
H -7.002 3.956 4.652
C -1.941 0.787 0.834
C -1.737 -0.486 -0.086
C -1.629 -1.815 0.704
C -2.948 -0.770 -1.017
C -2.999 0.059 -2.350
C -1.640 0.036 -2.957
C -0.468 0.476 -2.128
C 0.842 0.282 -3.000
C -0.634 1.972 -1.837
N -0.493 -0.299 -0.842
O 0.701 -0.119 -0.034
H -2.375 1.602 0.255
H -2.720 0.539 1.555
H -1.041 1.160 1.323
H -0.886 -1.954 1.489
H -2.517 -2.152 1.239
H -1.405 -2.677 0.075
H -3.034 -1.840 -1.204
H -3.875 -0.657 -0.454
H -3.764 -0.346 -3.012
H -3.309 1.100 -2.251
H -1.630 0.474 -3.955
H -1.496 -0.991 -3.292
H 1.015 -0.764 -3.256
H 1.747 0.782 -2.654
H 0.740 0.803 -3.952
H -1.524 2.230 -1.264
H -0.726 2.618 -2.710
H 0.244 2.193 -1.230
H 1.005 -1.024 0.067
C 5.126 1.059 7.882
C 3.604 1.360 8.043
C 3.320 2.592 9.026
C 2.979 1.675 6.649
C 2.849 0.408 5.777
C 2.080 -0.798 6.498
C 2.695 -1.087 7.957
C 1.646 -2.023 8.641
C 4.051 -1.929 7.838
N 2.868 0.151 8.602
O 3.009 0.007 9.968
H 5.338 0.447 7.005
H 5.613 2.032 7.831
H 5.513 0.458 8.705
H 3.917 2.658 9.935
H 3.395 3.606 8.632
H 2.308 2.501 9.422
H 2.099 2.314 6.727
H 3.693 2.388 6.240
H 2.160 0.659 4.970
H 3.819 0.087 5.395
H 2.361 -1.689 5.936
H 0.991 -0.780 6.469
H 1.844 -2.123 9.708
H 1.673 -2.905 8.002
H 0.706 -1.473 8.693
H 4.740 -1.764 8.667
H 4.530 -1.671 6.893
H 3.904 -3.009 7.822
H 3.936 -0.213 10.085
C 2.056 -5.829 -2.926
C 2.108 -6.125 -4.527
C 1.726 -7.584 -4.805
C 1.014 -5.219 -5.190
C 1.224 -4.970 -6.645
C 2.582 -4.526 -6.997
C 3.700 -5.513 -6.447
C 3.812 -6.729 -7.368
C 5.003 -4.557 -6.557
N 3.480 -5.869 -5.070
O 4.433 -6.724 -4.531
H 1.096 -5.759 -2.414
H 2.805 -6.473 -2.465
H 2.505 -4.836 -2.915
H 1.928 -8.046 -5.772
H 2.117 -8.135 -3.950
H 0.642 -7.691 -4.745
H -0.028 -5.513 -5.063
H 1.206 -4.220 -4.800
H 0.998 -5.867 -7.222
H 0.507 -4.218 -6.975
H 2.768 -3.476 -6.772
H 2.711 -4.520 -8.079
H 4.372 -6.319 -8.208
H 2.888 -7.158 -7.755
H 4.462 -7.532 -7.018
H 5.880 -5.097 -6.201
H 4.807 -3.623 -6.031
H 5.266 -4.233 -7.564
H 4.677 -6.289 -3.710
C 6.054 8.437 -0.100
O 5.080 7.428 0.182
C 5.367 6.048 0.032
C 4.067 5.296 0.306
C 3.463 5.417 1.701
N 4.265 3.917 0.010
H 6.748 8.596 0.725
H 5.549 9.403 -0.123
H 6.616 8.383 -1.032
H 5.555 5.821 -1.017
H 6.207 5.733 0.651
H 3.256 5.652 -0.328
H 3.162 6.449 1.879
H 4.178 5.296 2.515
H 2.685 4.710 1.989
H 3.312 3.584 0.013
H 4.758 3.590 0.829
C -9.235 -2.880 -5.866
O -9.123 -1.565 -6.098
C -8.934 -0.772 -5.017
C -9.159 0.755 -5.273
C -8.232 1.519 -6.152
N -9.338 1.452 -4.039
H -8.538 -3.311 -5.149
H -8.961 -3.418 -6.774
H -10.196 -3.125 -5.413
H -9.525 -1.134 -4.176
H -7.897 -0.727 -4.683
H -10.101 0.837 -5.815
H -8.572 2.526 -6.391
H -8.070 0.961 -7.074
H -7.257 1.758 -5.727
H -8.477 1.366 -3.517
H -9.178 2.423 -4.265
C 1.481 -7.828 4.490
O 1.692 -8.402 5.821
C 3.068 -8.422 6.217
C 3.819 -9.753 6.077
C 3.032 -10.943 6.617
N 5.156 -9.783 6.798
H 1.493 -6.739 4.428
H 0.508 -8.120 4.095
H 2.247 -8.341 3.909
H 3.673 -7.674 5.704
H 3.004 -8.033 7.233
H 4.039 -9.920 5.022
H 3.578 -11.878 6.745
H 2.335 -11.143 5.804
H 2.376 -10.671 7.444
H 5.621 -10.652 6.576
H 5.112 -9.655 7.799
C -3.651 -5.129 6.902
O -4.975 -4.937 6.647
C -5.216 -4.678 5.269
C -6.846 -4.618 5.101
C -7.353 -6.081 5.222
N -7.341 -4.040 3.877
H -3.504 -5.350 7.960
H -3.034 -4.273 6.629
H -3.339 -6.007 6.337
H -4.825 -3.673 5.108
H -4.778 -5.322 4.506
H -7.337 -4.110 5.931
H -7.103 -6.719 4.374
H -8.428 -6.116 5.399
H -6.978 -6.506 6.153
H -7.193 -3.042 3.838
H -6.938 -4.510 3.079
C 7.321 -1.207 -0.854
O 7.587 -1.689 0.512
C 7.794 -3.203 0.604
C 6.590 -4.106 0.256
C 5.320 -3.547 1.050
N 6.692 -5.512 0.379
H 7.425 -0.122 -0.849
H 6.270 -1.349 -1.106
H 7.950 -1.657 -1.622
H 8.674 -3.425 0.000
H 8.016 -3.337 1.663
H 6.382 -3.887 -0.792
H 5.179 -2.495 0.802
H 5.353 -3.558 2.140
H 4.435 -4.111 0.755
H 6.939 -5.730 1.333
H 7.538 -5.756 -0.117

Here are the Löwdin charges for atoms 1 to 5, given in e: atom 1 (C): -0.033, atom 2 (C): -0.490, atom 3 (C): -0.038, atom 4 (C): -0.149, atom 5 (C): -0.157